Formula: C2H8NO2P
Source: the Open Molecules 2025 dataset
Level of theory: ωB97M-V with the def2-TZVPD basis set

Cartesian coordinates (Å):
C -1.810 -0.324 -0.730
C 1.588 0.521 -1.322
N 0.241 0.178 2.401
O 0.205 -1.842 0.451
O -0.383 0.499 1.177
P -0.214 -0.568 -0.092
H -1.678 0.387 -1.484
H -2.382 -1.127 -1.071
H -2.141 0.207 0.190
H 2.393 0.862 -0.580
H 1.899 -0.176 -2.059
H 1.052 1.406 -1.718
H 0.944 0.827 2.458
H 0.287 -0.849 2.380

Results
Max |F| (Eh/bohr): 0.097
Electronic energy (eV): -17075.0038
Orbital gap (eV): 9.43